Entry 1:
# C7H10O2

A single C7H10O2 molecule (ωB97M-V/def2-TZVPD, the Open Molecules 2025 dataset).

```
19
C7H10O2 ωB97M-V/def2-TZVPD
C 1.94609 1.28948 -0.42645
C 0.68493 0.89796 -0.37518
C 0.32409 -0.73173 -0.06389
C 0.26967 -1.02655 1.43120
C -0.73119 -1.50246 -0.85594
C -0.46572 1.77099 -0.36604
O -1.63467 1.33201 -1.16010
C -1.65717 1.02389 0.12790
O -2.41729 0.81124 1.01381
H 2.20266 2.29943 -0.70977
H 2.76083 0.60904 -0.24074
H 1.28030 -1.12038 -0.42896
H 0.36357 -2.09983 1.59771
H -0.67646 -0.71302 1.86589
H 1.07965 -0.53062 1.96338
H -0.74707 -1.18066 -1.89568
H -1.72361 -1.40288 -0.42162
H -0.49247 -2.56604 -0.82673
H -0.36616 2.84014 -0.22878
```

Computed properties:
Relative energy (zero: lowest compared OMol25 entry of this formula, charge and spin): 241.9 kJ/mol
Kohn-Sham gap: 0.3782 Ha
E_LUMO: 0.02724 hartree
Largest force on an atom: 3.742 eV Å⁻¹
E: -11513.349 eV
SMILES: C=C(C(C)C)[C@H]1OC1=O
E_HOMO: -9.55 eV



Entry 2:
# C7H14Cl14F18P3V

A molecular structure, C7H14Cl14F18P3V (ωB97M-V/def2-TZVPD, the Open Molecules 2025 dataset).

```
57
C7H14Cl14F18P3V ωB97M-V/def2-TZVPD
V -2.06048 0.27829 -0.99997
P 0.30638 0.35917 0.73007
F 0.17939 0.11165 -0.87991
F 1.52821 -0.65967 0.83845
F 1.23067 1.61506 0.53805
F 0.23140 0.46510 2.33703
F -1.02364 1.36321 0.62826
F -0.87025 -0.77813 0.77979
P -2.85554 -2.73958 -1.57713
F -2.49693 -3.86043 -2.66261
F -4.17937 -3.57610 -1.21259
F -1.96142 -3.33070 -0.41344
F -3.35625 -1.47727 -0.62245
F -1.59901 -1.73038 -2.00854
F -3.69721 -1.98100 -2.74168
P -3.62272 1.96245 -2.69854
F -4.03209 0.59665 -1.85479
F -5.06770 2.57275 -2.32574
F -2.99651 2.48534 -1.29345
F -3.25599 3.33516 -3.41427
F -2.16317 1.29541 -3.02646
F -4.19040 1.29198 -4.03910
C 3.77706 0.52522 2.47414
Cl 4.34969 1.74586 1.38388
Cl 4.77455 0.36527 3.95311
H 2.77538 0.78849 2.79289
H 3.81886 -0.44661 1.99570
C 1.20364 -3.13524 -1.34282
Cl 0.61357 -3.97231 -2.78043
Cl 2.88507 -3.63943 -0.99103
H 1.16284 -2.06745 -1.50877
H 0.60610 -3.43723 -0.49210
C -3.41478 0.49348 3.04687
Cl -3.68218 0.71099 1.31077
Cl -3.63916 2.03998 3.89780
H -4.12074 -0.23235 3.43517
H -2.41462 0.10816 3.21715
C -0.21573 3.98833 2.16686
Cl -1.13177 4.37552 3.62789
Cl -0.85966 4.76488 0.70948
H 0.83924 4.23267 2.24296
H -0.26374 2.91735 1.98764
C 1.64163 1.33692 -4.36776
Cl 1.46671 -0.43222 -4.23607
Cl 0.81064 2.13342 -3.02016
H 2.67188 1.66276 -4.38741
H 1.06535 1.57305 -5.25360
C 1.22917 -1.85942 4.22651
Cl 1.58587 -3.23238 3.16390
Cl 1.30965 -2.33443 5.92158
H 1.99998 -1.12458 4.02592
H 0.24636 -1.47294 3.99188
C 4.89414 -0.68997 -1.02115
Cl 4.87503 -1.26501 -2.69648
Cl 5.79552 -1.75362 0.08437
H 5.41581 0.25905 -0.97161
H 3.88125 -0.52519 -0.66811
```

Computed properties:
Kohn-Sham gap (spin up / spin down): 0.3508 / 0.3846 Ha
Spin multiplicity: 4
E_LUMO (spin up / spin down): 0.07135 / 0.07135 hartree
Largest force on an atom: 3.678 eV Å⁻¹
E: -285291.822 eV
⟨S²⟩: 3.75
E_HOMO (spin up / spin down): -7.61 / -8.52 eV
Charge: -1



Entry 3:
# C5H14NO

2 unconnected molecules or ions with the total composition C5H14NO (ωB97M-V/def2-TZVPD, the Open Molecules 2025 dataset).

```
21
C5H14NO ωB97M-V/def2-TZVPD
C -2.03395 0.40361 -0.72481
C -1.03435 -0.01040 0.34535
N 0.28028 -0.37137 -0.27436
C 1.38779 0.58204 0.22463
C 0.79907 1.20152 1.49520
C -0.72021 1.01960 1.43638
H -1.57307 1.10272 -1.39652
H -2.82241 0.94117 -0.19461
H -2.60747 -0.39654 -1.18813
H -1.52371 -0.84414 0.83763
H 0.17058 -0.30757 -1.28958
H 0.68099 -1.29814 -0.23354
H 2.24729 -0.01261 0.51353
H 1.54977 1.22062 -0.62619
H 1.18771 0.59828 2.31587
H 1.10764 2.23087 1.63254
H -1.17222 1.98448 1.20531
H -1.12049 0.69547 2.38079
H 2.18902 -3.20689 -1.55455
H 1.24447 -2.98598 -2.79580
O 1.76329 -2.54674 -2.10913
```

Computed properties:
Relative energy (zero: lowest compared OMol25 entry of this formula, charge and spin): 66.9 kJ/mol
Kohn-Sham gap: 0.4618 Ha
E_LUMO: -0.11206 hartree
Largest force on an atom: 1.432 eV Å⁻¹
E: -8943.315 eV
E_HOMO: -15.61 eV
Charge: +1



Entry 4:
# C45H45N2O7S4Y

A molecular structure, C45H45N2O7S4Y (ωB97M-V/def2-TZVPD, the Open Molecules 2025 dataset).

```
104
C45H45N2O7S4Y ωB97M-V/def2-TZVPD
Y -0.03400 0.12758 -0.10296
O -1.17314 -4.18756 -1.67021
C -0.96993 -3.07612 -0.95988
O -0.74759 -1.98929 -1.46859
C -1.06536 -3.30942 0.52835
O -0.42597 -2.25851 1.22444
C -1.24710 -1.68230 2.24178
C -2.39059 -0.81497 1.61074
O -3.46474 -0.75968 2.17761
O -2.05949 -0.22001 0.53318
H -1.09658 -4.02102 -2.62383
H -0.60490 -4.27749 0.77473
H -2.13537 -3.36820 0.77564
H -0.57857 -1.03804 2.82449
H -1.66588 -2.45441 2.89527
O -0.22534 0.44252 -2.38574
S -1.17688 0.05009 -3.45801
C -0.90608 1.38021 -4.74563
C -0.83003 2.77323 -4.12970
C 0.57568 3.38359 -4.15656
C 1.51663 2.82406 -3.10368
S 1.25491 3.35233 -1.32862
O 0.21560 2.43488 -0.76902
C 0.40416 4.91983 -1.64295
C 1.19815 6.04908 -1.81597
C 0.60728 7.28290 -2.00286
C -0.77617 7.39940 -2.00800
C -1.56424 6.27379 -1.81993
C -0.97966 5.03470 -1.63993
C -2.80757 0.63657 -2.94680
C -3.89481 0.27415 -3.73049
C -5.16087 0.70731 -3.38165
C -5.33903 1.48936 -2.24916
C -4.25058 1.84242 -1.46757
C -2.97883 1.41404 -1.81327
H -1.71918 1.28467 -5.46208
H 0.02868 1.11512 -5.23803
H -1.17484 2.72178 -3.09735
H -1.50611 3.44267 -4.66557
H 0.49088 4.46503 -4.02943
H 1.02572 3.21017 -5.13821
H 2.54316 3.12229 -3.31241
H 1.45257 1.73767 -3.04796
H 2.27283 5.95122 -1.80284
H 1.22292 8.15854 -2.13691
H -1.23435 8.36518 -2.15079
H -2.63933 6.36438 -1.80727
H -1.59886 4.16648 -1.48875
H -3.74941 -0.34421 -4.60470
H -6.00998 0.43151 -3.98873
H -6.33178 1.80266 -1.96239
H -4.39953 2.44687 -0.58437
H -2.12683 1.66749 -1.19198
S 3.02153 -3.25105 -3.66510
C 4.12069 -4.42185 -4.30634
C 5.19773 -4.59501 -3.49858
C 5.16602 -3.78123 -2.35364
C 4.05077 -2.97753 -2.27453
C 3.68488 -2.03913 -1.26015
C 2.44349 -1.41179 -1.26737
N 1.98446 -0.57698 -0.33672
C 2.81132 -0.31106 0.76128
C 4.14655 -0.83255 0.78955
C 5.00095 -0.46146 1.87877
C 4.54528 0.29584 2.89589
C 3.18711 0.73868 2.94009
C 2.65563 1.37907 4.03371
C 1.28617 1.72269 4.07290
C 0.51530 1.48876 2.91992
N 1.00143 0.87263 1.83573
C 2.32828 0.44643 1.83101
C 0.78868 2.32994 5.29042
C -0.36686 2.14473 6.00015
C -0.44382 2.91754 7.17598
C 0.65814 3.68189 7.37755
S 1.82186 3.47449 6.12828
C 4.56919 -1.68937 -0.19895
H 3.88258 -4.91263 -5.22877
H 5.99339 -5.28511 -3.72042
H 5.94128 -3.79894 -1.61049
H 1.76652 -1.59874 -2.09905
H 6.01813 -0.83051 1.86418
H 5.18575 0.55361 3.72635
H 3.27959 1.59525 4.88914
H -1.44967 1.54647 3.72924
H -1.13696 1.45066 5.71714
H -1.28442 2.89121 7.84627
H 0.86445 4.36102 8.17850
H 5.57008 -2.09079 -0.17256
C 0.04929 4.26897 2.71834
C -1.22966 3.43154 2.65756
C -2.22633 3.91948 3.71306
C -1.88061 3.61897 1.28572
C -0.93199 1.91047 2.84356
H -0.16680 5.30913 2.48839
H 0.78308 3.90427 1.99943
H 0.48334 4.22984 3.71271
H -2.53276 4.93656 3.48439
H -1.79519 3.91085 4.70847
H -3.11417 3.29411 3.71731
H -2.07148 4.67331 1.08744
H -2.82517 3.08030 1.24549
H -1.21084 3.23062 0.52583
H -1.37226 1.39189 1.98628
```

Computed properties:
Relative energy (zero: lowest compared OMol25 entry of this formula, charge and spin): 121.3 kJ/mol
Kohn-Sham gap (spin up / spin down): 0.1425 / 0.1373 Ha
E_LUMO (spin up / spin down): -0.00539 / -0.00541 hartree
Largest force on an atom: 2.228 eV Å⁻¹
E: -109094.680 eV
E_HOMO (spin up / spin down): -4.02 / -3.88 eV